Molecular formula: C22H41ClInNP3S
Method: DFT, ωB97M-V/def2-TZVPD

Energy above the lowest of the compared OMol25 structures with the same formula, charge and spin: 33.83 kcal per mole
F_max: 2.7 eV Å⁻¹
Molecular weight: 594.837 Da
E_HOMO (alpha / beta): -16.321 / -16.246 eV
Lowest unoccupied orbital energy (alpha / beta): -11.0 / -12.2 eV
DFT total energy: -2989.046056 hartree
Net charge: +3

Geometry (Å):
In1 -0.19 -2.61 -0.51
P1 -0.69 2.40 2.07
P2 -2.43 -1.29 -0.04
P3 2.42 0.97 0.15
H1 1.45 -2.65 -4.27
C1 2.21 -2.44 -3.51
C2 2.44 -3.18 -2.35
H2 1.77 -3.98 -2.04
C3 -1.11 3.90 1.07
C4 -2.30 2.23 2.92
C5 0.20 3.22 3.42
C6 -3.46 -2.62 -0.78
C7 -2.93 -1.10 1.71
C8 -2.82 0.30 -0.90
C9 4.05 0.55 -0.56
C10 3.01 0.93 1.93
C11 2.34 2.80 -0.14
H3 3.09 -1.96 -3.97
H4 3.48 -3.16 -2.02
H5 -1.50 4.67 1.76
H6 -1.87 3.65 0.30
H7 -0.21 4.28 0.55
H8 -2.50 3.16 3.46
H9 -2.26 1.39 3.62
H10 -3.11 2.03 2.20
H11 -0.43 4.03 3.81
H12 1.16 3.61 3.08
H13 0.39 2.50 4.22
H14 -4.16 -2.95 -0.03
H15 -2.77 -3.45 -1.02
H16 -4.00 -2.29 -1.68
H17 -3.65 -0.28 1.89
H18 -2.01 -0.88 2.29
H19 -3.36 -2.04 2.10
H20 -3.92 0.43 -1.06
H21 -2.34 0.29 -1.89
H22 -2.45 1.17 -0.32
H23 4.75 1.35 -0.28
H24 4.10 0.41 -1.62
H25 4.37 -0.39 -0.09
H26 4.00 1.42 1.97
H27 3.09 -0.15 2.20
H28 2.28 1.43 2.62
H29 3.31 3.15 -0.52
H30 2.06 3.36 0.77
H31 1.56 2.96 -0.90
C12 0.07 0.01 -3.57
C13 -0.26 1.33 -3.82
C14 -1.17 1.61 -4.84
C15 -2.02 0.62 -5.31
C16 -1.96 -0.65 -4.75
C17 -0.92 -0.97 -3.82
S1 1.65 -0.32 -2.83
H32 2.72 0.43 -3.20
H33 0.36 2.08 -3.34
H34 -1.25 2.63 -5.24
H35 -2.74 0.86 -6.13
H36 -2.61 -1.46 -5.16
H37 -0.97 -1.97 -3.33
Cl1 -0.02 -0.58 5.17
C18 0.47 -1.72 3.99
C19 0.61 -3.07 4.33
C20 0.93 -3.98 3.33
C21 1.09 -3.51 2.04
N1 0.97 -2.23 1.73
C22 0.68 -1.34 2.67
H38 0.47 -3.39 5.35
H39 1.05 -5.04 3.50
H40 1.24 -4.20 1.22
H41 0.55 -0.30 2.41

Molecular formula: C22H41ClNOP3Sm
Method: DFT, ωB97M-V/def2-TZVPD

Energy above the lowest of the compared OMol25 structures with the same formula, charge and spin: 101.67 kcal per mole
F_max: 10.9 eV Å⁻¹
Molecular weight: 614.311 Da
Spin multiplicity: 6
E_HOMO (alpha / beta): -16.119 / -16.368 eV
Lowest unoccupied orbital energy (alpha / beta): -12.3 / -12.2 eV
⟨S²⟩: 8.82
DFT total energy: -3133.958456 hartree
Net charge: +3

Geometry (Å):
Sm1 -0.27 -0.62 -1.56
P1 0.54 -2.96 -2.52
P2 2.28 -0.28 -0.24
P3 -3.14 0.15 -1.51
H1 1.78 3.90 -0.98
C1 0.76 4.22 -0.81
C2 0.09 4.00 0.35
H2 0.62 3.57 1.24
C3 1.47 -2.82 -4.09
C4 1.63 -4.09 -1.56
C5 -0.80 -4.13 -2.99
C6 2.52 1.35 0.57
C7 2.68 -1.42 1.14
C8 3.80 -0.42 -1.26
C9 -3.42 1.82 -0.82
C10 -4.30 -0.87 -0.54
C11 -3.94 0.25 -3.15
H3 0.25 4.72 -1.65
H4 -0.88 4.44 0.54
H5 1.82 -3.81 -4.35
H6 2.33 -2.14 -3.96
H7 0.84 -2.43 -4.89
H8 1.90 -4.95 -2.19
H9 1.11 -4.46 -0.67
H10 2.55 -3.58 -1.24
H11 -0.36 -4.99 -3.52
H12 -1.53 -3.63 -3.65
H13 -1.33 -4.49 -2.10
H14 3.59 1.62 0.55
H15 2.20 1.27 1.62
H16 1.94 2.15 0.10
H17 3.75 -1.37 1.37
H18 2.42 -2.45 0.88
H19 2.10 -1.13 2.03
H20 4.68 -0.56 -0.62
H21 3.94 0.49 -1.86
H22 3.72 -1.27 -1.95
H23 -4.29 2.27 -1.33
H24 -2.53 2.45 -0.99
H25 -3.60 1.74 0.26
H26 -5.32 -0.75 -0.95
H27 -4.27 -0.55 0.51
H28 -3.99 -1.92 -0.60
H29 -4.89 0.80 -3.05
H30 -4.12 -0.76 -3.52
H31 -3.26 0.77 -3.84
C12 -0.01 0.89 -4.39
C13 0.68 0.23 -5.40
C14 0.35 0.66 -6.65
C15 -0.57 1.68 -6.87
C16 -1.15 2.30 -5.77
C17 -0.89 1.94 -4.51
O1 -0.05 0.48 -3.19
H32 0.43 -1.47 -2.80
H33 1.44 -0.54 -5.26
H34 0.80 0.22 -7.52
H35 -0.83 2.02 -7.87
H36 -1.82 3.11 -5.89
H37 -1.27 2.36 -3.56
Cl1 -1.63 1.56 4.52
C18 -1.37 0.28 3.39
C19 -1.40 -1.07 3.81
C20 -1.20 -2.09 2.87
C21 -0.99 -1.71 1.53
N1 -0.94 -0.44 1.11
C22 -1.14 0.55 2.03
H38 -1.57 -1.29 4.85
H39 -1.21 -3.15 3.14
H40 -0.86 -2.48 0.75
H41 -1.13 1.59 1.68

Molecular formula: C22H41ClNP3SSn
Method: DFT, ωB97M-V/def2-TZVPD

Energy above the lowest of the compared OMol25 structures with the same formula, charge and spin: 0.00 kcal per mole
F_max: 2.3 eV Å⁻¹
Molecular weight: 598.730 Da
E_HOMO (alpha / beta): -18.905 / -18.901 eV
Lowest unoccupied orbital energy (alpha / beta): -15.8 / -15.8 eV
DFT total energy: -3012.830333 hartree
Net charge: +4

Geometry (Å):
Sn1 -0.05 0.06 -0.28
P1 0.07 -2.21 1.03
P2 3.54 1.00 -0.87
P3 -0.23 -1.23 -2.60
H1 -2.98 2.38 3.68
C1 -3.38 1.50 3.17
C2 -3.22 0.26 3.67
H2 -2.71 0.08 4.63
C3 -0.48 -2.08 2.75
C4 1.77 -2.86 1.10
C5 -0.92 -3.57 0.34
C6 3.15 2.62 -1.55
C7 4.75 1.20 0.44
C8 4.16 -0.09 -2.15
C9 -1.74 -2.18 -2.91
C10 1.11 -2.42 -2.90
C11 -0.18 -0.10 -4.02
H3 -3.94 1.67 2.24
H4 -3.63 -0.61 3.15
H5 -1.34 -1.41 2.86
H6 0.34 -1.70 3.38
H7 -0.77 -3.09 3.10
H8 2.42 -2.17 1.65
H9 2.17 -3.01 0.09
H10 1.74 -3.83 1.62
H11 -1.94 -3.23 0.11
H12 -0.97 -4.35 1.11
H13 -0.46 -3.99 -0.57
H14 4.04 3.00 -2.07
H15 2.87 3.30 -0.74
H16 2.32 2.55 -2.26
H17 5.54 1.88 0.09
H18 5.19 0.22 0.68
H19 4.27 1.61 1.33
H20 5.10 0.32 -2.54
H21 3.44 -0.18 -2.97
H22 4.35 -1.08 -1.73
H23 -1.77 -2.41 -3.98
H24 -2.63 -1.60 -2.64
H25 -1.75 -3.12 -2.33
H26 0.96 -2.84 -3.91
H27 1.09 -3.23 -2.17
H28 2.10 -1.93 -2.87
H29 -0.36 -0.69 -4.93
H30 0.81 0.39 -4.09
H31 -0.96 0.67 -3.93
C12 -3.40 0.90 -1.15
C13 -2.70 1.91 -1.84
C14 -3.40 2.76 -2.70
C15 -4.79 2.67 -2.82
C16 -5.49 1.68 -2.11
C17 -4.80 0.79 -1.30
S1 -2.61 -0.25 -0.10
H32 2.34 0.43 -0.32
H33 -1.63 2.02 -1.68
H34 -2.85 3.51 -3.28
H35 -5.33 3.36 -3.47
H36 -6.57 1.62 -2.20
H37 -5.32 0.01 -0.73
Cl1 4.04 0.77 5.06
C18 2.53 1.06 4.31
C19 1.53 1.79 4.96
C20 0.34 2.04 4.27
C21 0.21 1.56 2.96
N1 1.16 0.83 2.35
C22 2.30 0.57 3.01
H38 1.70 2.13 5.97
H39 -0.48 2.60 4.70
H40 -0.71 1.75 2.40
H41 3.06 -0.04 2.51

Molecular formula: C22H41F3N2O7
Method: DFT, ωB97M-V/def2-TZVPD

Energy above the lowest of the compared OMol25 structures with the same formula, charge and spin: 112.40 kcal per mole
F_max: 5.0 eV Å⁻¹
Molecular weight: 502.571 Da
E_HOMO: -5.971 eV
Lowest unoccupied orbital energy: -1.5 eV
DFT total energy: -1798.358741 hartree
Net charge: 0

Geometry (Å):
C1 -2.93 -5.55 -0.73
C2 -2.17 -4.17 -1.02
C3 -3.00 -3.16 -1.99
O1 -2.52 -1.83 -1.69
C4 -2.04 -1.15 -2.88
C5 -0.68 -1.83 -3.47
C6 0.52 -1.22 -2.58
N1 0.72 0.19 -3.01
C7 1.84 0.82 -2.18
C8 2.51 2.04 -3.04
C9 3.13 3.15 -2.04
O2 4.48 3.52 -2.44
C10 5.46 2.85 -1.63
C11 5.42 1.27 -1.32
O3 6.43 3.48 -1.16
C12 -0.47 1.08 -3.03
C13 -1.90 0.44 -2.71
N2 -2.86 1.04 -3.74
C14 -2.45 1.01 -1.30
C15 -1.52 0.63 -0.05
C16 -0.59 1.82 0.49
C17 0.62 1.11 1.30
O4 1.73 2.01 1.58
C18 2.95 1.28 1.53
O5 4.03 1.89 1.71
H1 -2.19 -6.32 -0.32
H2 -3.73 -5.34 0.07
H3 -3.44 -5.90 -1.69
H4 -1.11 -4.35 -1.44
H5 -1.99 -3.59 -0.03
H6 -4.12 -3.29 -1.73
H7 -2.79 -3.52 -3.05
H8 -2.84 -1.37 -3.69
H9 -0.72 -2.97 -3.48
H10 -0.56 -1.40 -4.53
H11 1.47 -1.80 -2.90
H12 0.42 -1.39 -1.46
H13 1.11 0.16 -3.98
H14 2.65 0.05 -2.01
H15 1.46 1.30 -1.22
H16 3.36 1.64 -3.70
H17 1.76 2.53 -3.75
H18 2.47 4.09 -2.13
H19 3.13 2.75 -0.96
H20 5.79 0.68 -2.23
H21 4.38 0.92 -1.01
H22 6.12 1.08 -0.44
H23 -0.32 1.96 -2.30
H24 -0.52 1.57 -4.07
H25 -2.62 2.04 -3.83
H26 -2.58 0.62 -4.64
H27 -3.52 0.64 -1.17
H28 -2.48 2.15 -1.41
H29 -2.24 0.36 0.82
H30 -0.86 -0.28 -0.20
H31 -1.16 2.43 1.29
H32 -0.24 2.56 -0.29
H33 1.04 0.30 0.58
H34 0.21 0.54 2.21
H35 3.03 0.16 1.30
C19 -0.40 0.85 7.63
C20 0.18 -0.39 6.96
O6 -0.79 -1.24 6.39
C21 -1.31 -0.92 5.07
O7 -0.33 -0.76 4.20
C22 -2.35 0.26 5.06
F1 -3.16 0.20 6.15
F2 -3.18 0.17 3.99
F3 -1.82 1.50 5.04
H36 -1.33 0.62 8.15
H37 0.32 1.27 8.34
H38 -0.61 1.63 6.90
H39 0.66 -0.99 7.75
H40 0.98 -0.13 6.26
H41 -1.97 -1.79 4.90